(1)
Molecular formula: C49H53ClF8N2O4P2S
Method: DFT, ωB97M-V/def2-TZVPD

Structure (XYZ):
```
120
Properties=species:S:1:pos:R:3:forces:R:3:lowdin_charge:R:1
C 0.27032 1.85300 0.40468 0.13 0.03 -0.19 0.01
C 0.52362 1.48049 -1.05624 0.26 0.18 0.15 -0.40
O 1.77726 0.89740 -1.24557 0.01 -0.05 0.01 0.01
O -0.54442 0.70249 -1.61994 0.16 -0.38 0.08 -0.06
C -0.70846 -0.56123 -1.09835 -0.18 0.37 0.43 -0.40
F 0.24356 -1.41501 -1.64513 0.07 -0.05 0.02 -0.01
C -2.11332 -1.10393 -1.43196 0.03 -0.06 -0.39 -0.49
C -3.14661 0.02429 -1.48977 -0.15 0.09 -0.06 -0.18
C -3.24173 0.92748 -0.24593 -0.15 -0.22 0.01 -0.26
C -4.66657 1.05757 0.32388 -0.14 0.01 -0.04 -0.54
S -5.20802 2.77819 0.07875 0.04 0.14 0.00 0.72
P -2.07629 -1.83085 -3.17242 0.10 -0.32 0.04 0.78
N -1.64073 -3.29272 -3.46615 -0.10 0.22 0.25 -0.28
N -2.53021 -2.19254 -0.52075 0.07 0.28 0.13 -0.36
O -3.71566 -1.93671 0.19413 0.05 0.04 0.03 -0.06
P -1.40864 -3.21731 0.21735 -0.35 -0.32 -0.44 0.64
O -2.44674 -4.39301 0.63571 0.44 0.10 0.05 -0.30
Cl -1.23680 -2.24686 2.09885 -0.07 0.19 0.23 0.27
H -0.78551 1.80336 0.66252 0.12 0.00 -0.14 0.05
H 0.61096 2.87546 0.57270 0.03 -0.05 0.01 0.10
H 0.84286 1.21689 1.08635 -0.16 -0.06 -0.01 0.10
H 0.54498 2.36628 -1.68941 -0.20 -0.02 0.03 0.14
H 1.94891 0.21768 -0.58036 -0.11 0.06 -0.10 0.11
H -0.53894 -0.56167 -0.01055 -0.01 -0.08 -0.12 0.12
H -2.89576 0.63227 -2.36277 -0.01 -0.05 0.02 0.10
H -4.11880 -0.41971 -1.69849 0.03 -0.05 0.03 0.10
H -2.60042 0.54232 0.54554 0.04 0.09 -0.11 0.07
H -2.87229 1.92175 -0.50714 0.13 -0.05 0.10 0.08
H -5.35966 0.39442 -0.19212 0.07 -0.01 0.02 0.07
H -4.69837 0.81463 1.38576 0.05 0.06 -0.02 0.07
H -6.45754 2.69007 0.55619 0.02 -0.13 -0.02 -0.17
H -1.36997 -0.81749 -3.85592 -0.03 0.05 0.00 0.01
H -3.39315 -1.54086 -3.58184 0.01 0.06 -0.03 0.02
H -1.30703 -3.82554 -2.67318 0.09 -0.07 -0.15 -0.06
H -3.42821 -1.51612 1.02412 -0.03 -0.08 0.02 0.05
H -1.93210 -5.19888 0.80743 -0.18 -0.06 -0.05 0.01
F -8.90940 3.00181 0.12295 0.01 -0.02 0.01 0.04
C -9.34444 3.83810 1.09130 -0.03 0.01 0.00 -0.29
C -10.60189 3.63883 1.62414 -0.01 0.00 0.01 -0.02
C -11.03962 4.50577 2.61539 0.00 0.00 0.00 -0.08
C -10.22870 5.54483 3.05138 0.01 0.00 0.00 -0.10
C -8.96899 5.71862 2.49502 -0.02 -0.02 0.01 -0.08
C -8.51354 4.85860 1.50526 0.03 0.05 0.01 -0.02
H -11.21596 2.82498 1.26406 0.01 0.00 0.00 0.12
H -12.02165 4.36630 3.04794 0.00 0.00 -0.01 0.10
H -10.57814 6.21744 3.82299 0.00 0.00 0.00 0.10
H -8.33355 6.52763 2.83038 0.00 0.00 0.00 0.11
H -7.53548 4.97628 1.05844 -0.01 0.00 -0.02 0.11
F 6.56423 3.80559 -0.30116 0.00 0.00 0.01 0.05
C 5.97431 3.50023 -1.47907 -0.01 0.01 -0.02 -0.28
C 6.69281 3.67070 -2.64515 0.03 -0.02 0.00 -0.03
C 6.08147 3.34561 -3.84874 0.01 -0.08 0.02 -0.08
C 4.77902 2.86264 -3.87031 0.03 0.16 -0.02 -0.08
C 4.07672 2.72148 -2.68141 -0.04 0.01 -0.01 -0.07
C 4.67526 3.03384 -1.46865 -0.01 0.01 0.00 -0.01
H 7.70779 4.04169 -2.60480 0.00 0.00 0.01 0.11
H 6.63621 3.46054 -4.77069 0.00 0.01 0.01 0.10
H 4.30454 2.62314 -4.81156 0.00 -0.03 0.01 0.09
H 3.05558 2.36584 -2.68465 0.04 -0.07 -0.03 0.08
H 4.14772 2.92266 -0.53079 0.00 -0.01 0.00 0.11
F -1.53252 -7.23362 0.78071 0.01 0.08 -0.01 0.04
C -2.14110 -7.91520 1.78522 -0.01 0.00 0.06 -0.28
C -2.28533 -7.29196 3.00776 0.00 0.02 0.00 -0.02
C -2.90560 -7.99610 4.03088 -0.01 -0.02 -0.01 -0.07
C -3.36078 -9.28979 3.81720 0.01 0.01 0.00 -0.09
C -3.19929 -9.88535 2.57337 0.00 0.00 0.01 -0.08
C -2.58434 -9.19686 1.53716 0.01 -0.01 0.00 -0.01
H -1.92555 -6.28070 3.14964 0.00 0.00 -0.01 0.12
H -3.03491 -7.52647 4.99695 0.01 0.00 0.00 0.11
H -3.84354 -9.83257 4.61853 0.00 0.00 0.00 0.10
H -3.55415 -10.89338 2.40428 0.00 0.01 0.00 0.11
H -2.44970 -9.63445 0.55775 0.01 0.01 0.00 0.12
F -1.79547 0.83632 2.53961 -0.10 0.03 0.15 0.00
C -1.03262 1.68996 3.25985 0.03 0.01 0.17 -0.31
C -1.21239 3.04630 3.08681 0.00 0.05 0.08 -0.03
C -0.41113 3.90950 3.82270 -0.03 0.00 -0.01 -0.07
C 0.54070 3.41104 4.70136 0.01 -0.03 0.00 -0.09
C 0.69515 2.03880 4.84993 0.01 0.03 0.00 -0.08
C -0.09735 1.15965 4.12512 0.00 0.02 -0.01 -0.01
H -1.95901 3.41288 2.39429 -0.02 -0.03 0.01 0.12
H -0.53579 4.97804 3.70621 0.01 0.00 0.00 0.11
H 1.16092 4.09054 5.26998 0.00 0.00 0.00 0.10
H 1.43711 1.64675 5.53307 -0.01 0.00 0.00 0.11
H -0.00049 0.08664 4.22077 -0.01 -0.01 -0.01 0.11
F 0.35549 -4.84972 1.79738 0.03 -0.22 0.02 -0.03
C 1.43306 -5.21250 2.53339 0.02 0.01 0.02 -0.27
C 2.45724 -4.30148 2.68532 0.01 0.02 0.01 -0.01
C 3.55829 -4.67530 3.44283 -0.01 -0.02 0.01 -0.08
C 3.61615 -5.93450 4.02510 -0.01 0.01 0.00 -0.09
C 2.56753 -6.82721 3.85070 0.01 0.01 0.00 -0.08
C 1.45709 -6.47066 3.09788 0.00 -0.02 -0.01 -0.01
H 2.38387 -3.32852 2.21919 -0.01 0.00 0.00 0.12
H 4.37399 -3.97715 3.57729 0.00 0.00 -0.01 0.11
H 4.47818 -6.22001 4.61272 0.00 0.00 0.00 0.10
H 2.61119 -7.81067 4.29984 0.00 0.00 0.00 0.11
H 0.62827 -7.14930 2.94595 0.01 0.01 -0.01 0.11
F 2.26298 2.37579 -6.08658 0.01 0.05 -0.02 0.05
C 1.16420 2.84089 -5.45394 -0.05 -0.13 0.04 -0.28
C 0.45508 1.97181 -4.64700 -0.02 0.02 -0.03 -0.01
C -0.68890 2.44595 -4.01944 -0.16 0.05 -0.11 -0.09
C -1.09425 3.76296 -4.19390 0.05 -0.01 -0.03 -0.08
C -0.35360 4.61224 -5.00506 0.00 0.02 0.00 -0.08
C 0.78812 4.15417 -5.64828 0.01 0.03 0.02 -0.01
H 0.79019 0.94949 -4.52668 0.01 0.01 0.02 0.12
H -1.26462 1.77601 -3.39226 0.10 0.12 -0.12 0.08
H -1.98698 4.12527 -3.70159 -0.01 0.00 0.00 0.10
H -0.66735 5.63836 -5.14552 0.01 0.00 0.00 0.10
H 1.37998 4.79448 -6.28771 0.00 -0.01 0.00 0.12
F 9.32627 2.82658 -4.42875 0.00 0.00 -0.01 0.05
C 9.98160 2.09392 -3.50111 0.02 -0.01 0.01 -0.29
C 9.29883 1.09369 -2.83840 -0.03 0.00 0.00 -0.02
C 9.98585 0.34804 -1.89068 0.01 0.01 0.00 -0.08
C 11.32181 0.61064 -1.61939 -0.01 0.00 -0.01 -0.10
C 11.97885 1.62528 -2.30145 0.00 0.00 0.00 -0.09
C 11.30950 2.37920 -3.25519 0.01 0.00 0.01 -0.02
H 8.25592 0.91288 -3.06102 0.00 0.02 -0.02 0.12
H 9.46985 -0.44256 -1.36191 0.00 0.01 0.00 0.10
H 11.84960 0.02603 -0.87794 0.00 0.00 0.00 0.10
H 13.01970 1.83472 -2.09214 0.00 0.00 0.00 0.10
H 11.79937 3.17244 -3.80303 -0.01 0.00 0.00 0.12
```
Forces are in eV/Å.

Properties
SMILES: C[C@@H](O)O[C@H](F)[C@@](CCCS)([PH2]=N)N(O)P(O)Cl.Fc1ccccc1.Fc1ccccc1.Fc1ccccc1.Fc1ccccc1.Fc1ccccc1.Fc1ccccc1.Fc1ccccc1
HOMO energy, eV: -8.54
M, g/mol: 1015.42
Net charge: 0
Kohn-Sham gap, eV: 8.9
Spin multiplicity: 1

(2)
Molecular formula: C49H54As2IrN4O3S
Method: DFT, ωB97M-V/def2-TZVPD

Structure (XYZ):
```
114
Properties=species:S:1:pos:R:3:forces:R:3:mulliken_spin:R:1
Ir 0.79222 1.43098 -0.36789 -0.13 0.01 0.06 0.60
C -7.29851 -1.72641 10.28221 -0.01 0.01 0.03 0.00
O -6.70986 -0.46476 10.03847 -0.08 -0.08 0.08 0.00
C -5.95739 -0.34134 8.90943 -0.01 0.01 -0.01 0.00
C -5.72057 -1.37400 8.01131 0.00 -0.06 -0.06 0.00
C -4.93893 -1.14260 6.88870 0.02 0.02 -0.01 0.00
C -4.38550 0.10809 6.64069 -0.02 -0.03 0.06 0.00
C -4.64020 1.13460 7.55109 -0.03 0.00 0.02 0.00
C -5.41472 0.91637 8.67382 0.06 0.08 -0.04 0.00
C -3.56457 0.30547 5.44485 0.00 0.05 -0.03 -0.01
N -3.45340 -0.54981 4.45998 -0.02 -0.10 -0.07 0.00
C -2.58455 0.03152 3.56446 -0.02 -0.08 -0.01 0.00
C -2.16882 1.25586 4.02295 -0.05 0.05 0.05 -0.05
N -2.81461 1.42663 5.22474 0.07 0.06 0.06 0.00
C -1.25582 2.13035 3.34133 0.01 0.02 -0.03 0.01
C -0.84372 3.36906 3.76768 0.00 -0.01 0.03 0.10
C 0.06338 4.09561 2.96195 0.01 0.04 0.00 0.23
C 0.50791 3.53072 1.78647 0.03 0.02 0.02 -0.05
N 0.12923 2.32960 1.34537 -0.02 0.11 -0.06 0.18
C -0.77519 1.60377 2.10563 -0.04 -0.04 -0.10 0.19
C -1.19349 0.36149 1.61042 0.05 0.00 -0.04 0.10
N -0.65869 -0.03906 0.41350 0.03 -0.18 0.00 0.15
C -1.01415 -1.20461 -0.10121 0.03 0.06 -0.09 -0.08
C -1.89506 -2.07756 0.52429 -0.04 -0.05 0.07 0.20
C -2.44520 -1.70354 1.75904 0.01 0.04 -0.02 0.02
C -2.11039 -0.48592 2.30701 0.02 -0.03 -0.05 0.03
H -7.86549 -1.62348 11.20358 0.00 0.00 0.00 0.00
H -6.54013 -2.50409 10.41105 -0.01 0.01 0.00 0.00
H -7.97535 -2.01609 9.47323 0.01 0.01 0.01 0.00
H -6.13531 -2.35932 8.17038 0.02 0.02 -0.01 0.00
H -4.74660 -1.93872 6.18199 0.00 0.01 0.00 0.00
H -4.24715 2.12963 7.38044 0.00 0.00 0.01 0.00
H -5.61834 1.71246 9.37837 0.00 -0.01 -0.01 0.00
H -2.67058 2.18522 5.86506 -0.01 0.01 0.00 0.00
H -1.20325 3.78519 4.70263 0.00 -0.01 -0.01 0.00
H 0.41630 5.07535 3.24956 0.00 0.00 0.01 0.02
H 1.20978 4.04846 1.14571 0.01 0.02 0.03 0.03
H -0.56894 -1.43157 -1.06787 -0.03 0.05 0.09 -0.03
H -2.12839 -3.03440 0.07469 0.02 0.08 0.08 0.02
H -3.12974 -2.35288 2.29141 0.01 0.01 0.00 0.00
C 2.68620 -1.66235 0.31655 -0.03 -0.04 -0.04 0.14
C 2.84814 -0.53260 1.34310 0.07 -0.05 0.04 0.17
C 1.94845 -0.85332 2.55145 -0.03 0.01 0.04 0.07
C 4.30667 -0.51882 1.82188 0.03 0.01 -0.03 0.07
C 2.47934 0.80061 0.72856 0.01 -0.01 -0.13 0.85
H 2.89796 -2.64023 0.76710 -0.01 0.01 0.00 0.00
H 3.36805 -1.51925 -0.52705 -0.04 -0.02 0.05 -0.04
H 1.66765 -1.67123 -0.07793 0.05 0.01 0.03 -0.01
H 2.32134 -1.73258 3.09293 -0.01 0.01 -0.03 0.00
H 0.92538 -1.06285 2.23531 0.02 0.03 0.00 -0.03
H 1.91897 -0.00804 3.24480 0.01 -0.02 0.00 0.00
H 4.60315 -1.48828 2.24103 -0.01 0.02 -0.01 0.00
H 4.44576 0.24356 2.59444 -0.01 -0.01 0.00 -0.01
H 4.97878 -0.28068 0.99148 -0.06 -0.03 0.07 -0.02
H 3.26694 1.54301 0.90779 -0.06 0.03 0.08 -0.11
C -2.94026 2.84825 -1.78079 0.01 -0.03 0.02 0.00
O -1.86554 2.33274 -0.99104 -0.08 -0.04 -0.05 -0.01
C -0.61987 2.26556 -1.45575 0.13 0.07 0.20 0.14
C -0.40644 2.90801 -2.78886 -0.06 -0.01 -0.06 0.04
H -3.02846 2.29863 -2.71801 0.00 0.00 0.00 0.00
H -2.80959 3.91173 -1.98319 0.00 0.01 0.00 0.00
H -3.83784 2.70043 -1.18541 0.01 0.00 0.01 0.00
H -0.79376 3.93238 -2.79622 0.03 0.00 0.01 0.01
H -0.92395 2.36100 -3.58112 -0.05 -0.07 -0.05 0.00
H 0.64763 2.92329 -3.03268 0.16 -0.04 -0.05 -0.02
C -1.66767 -3.58504 -2.74581 -0.09 -0.01 0.02 0.00
As -2.24116 -2.39514 -4.16016 0.08 0.01 -0.01 0.00
C -4.15657 -2.66967 -4.22378 0.04 -0.05 -0.01 0.00
C -1.56777 -3.22730 -5.77090 0.00 0.02 0.04 0.00
S -1.66327 -0.42351 -3.94545 -0.04 0.02 0.02 0.00
H -1.63661 -4.61025 -3.11386 -0.02 -0.02 0.01 0.00
H -2.37315 -3.50525 -1.91778 0.09 0.00 -0.11 0.00
H -0.68006 -3.27779 -2.40908 -0.02 -0.02 -0.03 0.00
H -4.39180 -3.70639 -4.46669 0.00 0.01 0.01 0.00
H -4.57380 -2.00117 -4.97289 0.00 0.00 -0.02 0.00
H -4.56340 -2.41251 -3.24773 -0.01 0.02 0.00 0.00
H -1.88007 -4.27024 -5.82509 0.00 0.00 0.00 0.00
H -0.48124 -3.15783 -5.75034 0.02 0.00 0.02 0.00
H -1.94182 -2.67299 -6.62814 -0.02 0.02 -0.03 0.00
O 1.39372 0.32800 -2.05643 -0.11 0.03 0.03 0.19
As 2.75586 0.48540 -3.04996 -0.03 -0.25 0.28 0.03
C 2.72277 1.64790 -4.46469 0.05 0.02 -0.18 0.04
C 1.69295 1.47962 -5.45985 -0.05 0.05 0.05 0.26
C 1.63636 2.31863 -6.54358 -0.04 0.02 -0.06 -0.16
C 2.56591 3.35870 -6.73287 -0.01 -0.04 0.03 0.42
C 3.59273 3.51279 -5.76751 0.01 0.02 -0.02 -0.11
C 3.68205 2.69328 -4.67604 0.01 0.04 0.06 0.13
C 4.38920 0.76501 -2.06746 -0.06 0.02 -0.11 -0.09
C 4.59175 1.99360 -1.44650 0.04 0.04 0.06 0.14
C 5.76722 2.23767 -0.75439 0.02 -0.02 -0.04 0.00
C 6.74361 1.25213 -0.67318 0.01 0.04 0.00 0.02
C 6.53902 0.02269 -1.28101 0.00 0.00 -0.04 -0.02
C 5.36286 -0.22051 -1.98007 0.07 -0.03 0.01 0.05
C 2.79696 -1.34312 -3.72560 0.01 0.16 -0.08 -0.01
C 3.62427 -1.64752 -4.79846 0.01 -0.03 -0.07 0.00
C 3.64274 -2.93160 -5.32687 0.01 0.01 0.03 0.00
C 2.81967 -3.91023 -4.78560 0.03 -0.04 -0.07 0.00
C 1.97876 -3.60333 -3.72465 -0.04 0.03 0.05 0.00
C 1.96286 -2.31891 -3.19445 0.04 -0.02 0.05 0.02
H 0.94548 0.70211 -5.34025 0.00 -0.01 0.02 0.08
H 0.84327 2.16931 -7.27112 0.03 0.01 0.01 -0.01
H 2.50345 4.01532 -7.59053 0.00 -0.01 0.02 0.05
H 4.33609 4.29393 -5.89314 -0.01 -0.01 0.00 -0.01
H 4.49017 2.83641 -3.96760 -0.01 0.00 -0.03 0.06
H 3.81669 2.74995 -1.48595 -0.01 0.00 0.00 -0.02
H 5.91404 3.19352 -0.26699 0.01 -0.01 0.00 0.00
H 7.65914 1.44050 -0.12495 -0.02 -0.01 0.00 0.00
H 7.29134 -0.75332 -1.20846 0.00 0.01 0.00 0.00
H 5.20624 -1.18555 -2.44716 -0.01 0.00 -0.01 0.01
H 4.23818 -0.86538 -5.23269 0.01 0.01 0.00 0.00
H 4.29334 -3.16508 -6.16082 -0.01 0.00 0.00 0.00
H 2.83059 -4.91383 -5.19557 0.00 0.01 0.01 0.00
H 1.33924 -4.37199 -3.30573 0.00 0.00 0.01 0.00
H 1.31893 -2.04629 -2.36708 0.02 0.00 -0.03 0.02
```
Forces are in eV/Å.

Properties
⟨S²⟩: 6.053
HOMO energy (alpha / beta), eV: -1.27 / -4.67
M, g/mol: 1121.12
Net charge: -1
Kohn-Sham gap (alpha / beta), eV: 3.3 / 6.7
Spin multiplicity: 5